(1)
C3H10N2O | ωB97M-V/def2-TZVPD

Last columns: bonded neighbours and bond lengths (Å).
Cartesian coordinates (Å):
1 H -1.96 0.33 2.43  N10 1.029
2 H 2.93 -1.30 -0.44  C15 1.101
3 H -0.79 0.59 -0.19  C14 1.117
4 O 1.61 -0.14 0.53  C15 1.215
5 H 2.52 -0.19 -2.49  C7 1.099
6 H -3.41 -0.26 -0.20  N12 1.023
7 C 2.42 0.49 -1.63  H5 1.099, H8 1.071, H13 1.077, C15 1.492
8 H 3.40 0.93 -1.63  C7 1.071
9 H -2.90 1.10 1.40  N10 1.038
10 N -1.92 0.77 1.51  H1 1.029, H9 1.038, C14 1.435
11 H -0.77 -0.81 0.72  C14 1.066
12 N -2.50 -0.70 -0.40  H6 1.023, C14 1.479, H16 1.022
13 H 1.66 1.23 -1.76  C7 1.077
14 C -1.46 -0.05 0.42  H3 1.117, N10 1.435, H11 1.066, N12 1.479
15 C 2.34 -0.37 -0.41  H2 1.101, O4 1.215, C7 1.492
16 H -2.67 -1.65 -0.06  N12 1.022

Results
- Multiplicity: 2
- HOMO (spin up / spin down): -13.203 / -13.185 eV
- E: -304.67775 a.u.
- <S²>: 0.76
- Orbital gap (spin up / spin down): 0.35332 / 0.14623 Eh
- Total charge: +1



(2)
C41H112N8O11 | ωB97M-V/def2-TZVPD

Last columns: bonded neighbours and bond lengths (Å).
Cartesian coordinates (Å):
1 H -1.82 -3.37 -0.36  C89 1.068
2 H 8.84 0.49 3.37  C10 1.098
3 H -4.95 -1.10 0.85  N59 1.030
4 C 2.58 -0.11 -0.55  H17 1.114, C29 1.551, C105 1.519, N155 1.485
5 O -5.98 -3.27 -0.22  C27 1.433, C73 1.396
6 C 4.77 -3.79 2.93  H11 1.083, H39 1.123, O94 1.490, H113 1.076
7 C -2.90 0.23 3.34  H88 1.119, C95 1.511, H115 1.119, O140 1.436
8 H -3.05 3.97 3.69  C90 1.096
9 H -5.24 0.55 3.42  C146 1.065
10 C 8.89 1.49 2.93  H2 1.098, O47 1.457, H102 1.110, H137 1.076
11 H 5.27 -4.03 1.99  C6 1.083
12 H -1.29 5.76 -2.74  N171 1.009
13 H -4.97 0.07 -0.29  N59 1.012
14 C -2.86 1.59 -3.21  H20 1.117, H58 1.100, O133 1.392, H141 1.128
15 H -8.11 0.66 -0.33  C86 1.105
16 H -1.66 -0.91 1.18  C22 1.083
17 H 2.82 0.47 0.37  C4 1.114
18 H -0.98 -1.59 -3.65  C52 1.108
19 H 1.24 -0.09 2.90  N160 1.015
20 H -3.85 1.30 -2.79  C14 1.117
21 H -5.54 2.61 4.58  C51 1.099
22 C -1.51 -1.40 2.13  H16 1.083, C95 1.557, H121 1.095, H172 1.075
23 H -6.04 3.11 1.32  C162 1.111
24 H 4.66 1.61 -5.34  C117 1.112
25 C -6.67 -0.97 -0.09  C27 1.543, N59 1.438, C86 1.474, H96 1.096
26 H 2.53 -4.75 -3.08  C93 1.121
27 C -6.35 -2.15 -1.03  O5 1.433, C25 1.543, H144 1.058, H152 1.064
28 O 1.93 -0.16 -5.64  H112 0.953, C165 1.427
29 C 1.15 -0.71 -0.44  C4 1.551, H55 1.117, H145 1.098, O167 1.452
30 C 8.59 0.97 0.65  O47 1.409, C69 1.545, H72 1.119, H77 1.156
31 H 2.08 -1.46 -4.09  O63 0.962
32 H -2.02 4.30 -0.25  C62 1.142
33 H 4.59 -0.02 -6.20  C117 1.110
34 H 2.67 -0.50 2.32  N160 0.999
35 H 3.69 -6.00 -0.46  N122 1.044
36 H 3.76 0.93 -1.98  C105 1.054
37 H 2.60 1.09 -7.00  C165 1.072
38 H -2.46 6.63 -0.49  C130 1.088
39 H 5.26 -4.18 3.86  C6 1.123
40 H -0.90 0.63 2.90  C95 1.110
41 H 4.35 -0.83 4.90  C56 1.076
42 H -1.84 -4.36 -1.87  C89 1.100
43 C -0.24 1.19 0.02  H74 1.136, H106 1.081, H123 1.107, O167 1.462
44 H 3.34 2.11 2.67  C46 1.104
45 H -2.22 3.64 2.22  C90 1.067
46 C 2.71 1.92 3.55  H44 1.104, O92 1.447, C129 1.532, H143 1.128
47 O 8.04 1.64 1.76  C10 1.457, C30 1.409
48 H 0.73 4.17 3.64  C111 1.097
49 H -7.05 2.40 3.86  C51 1.109
50 H -3.76 4.02 -2.82  C64 1.143
51 C -6.43 3.20 4.31  H21 1.099, H49 1.109, C82 1.509, H163 1.102
52 C -1.98 -2.08 -3.60  H18 1.108, H54 1.079, H71 1.098, C166 1.558
53 C 3.34 -5.54 2.08  H80 1.100, O94 1.428, C109 1.495, H147 1.096
54 H -1.86 -3.02 -4.12  C52 1.079
55 H 0.87 -1.02 0.60  C29 1.117
56 C 4.23 0.08 4.32  H41 1.076, H119 1.087, H120 1.150, C129 1.548
57 N -1.12 -0.77 4.56  C95 1.495, H116 0.980, H153 1.007
58 H -2.33 0.63 -3.24  C14 1.100
59 N -5.51 -0.33 0.47  H3 1.030, H13 1.012, C25 1.438
60 C 7.18 2.62 -0.61  C69 1.583, H91 1.105, H100 1.082, H124 1.123
61 H -8.09 4.11 2.20  N110 1.019
62 C -2.28 4.66 -1.31  H32 1.142, C64 1.543, C130 1.557, N171 1.436
63 O 1.92 -2.23 -3.54  H31 0.962, C135 1.430
64 C -3.14 3.56 -1.98  H50 1.143, C62 1.543, O133 1.456, H169 1.111
65 H 3.15 -2.41 -5.92  C114 1.047
66 H 0.72 -4.49 -2.95  C93 1.121
67 H 2.33 0.27 -2.76  C105 1.130
68 H -5.46 -0.53 4.83  C146 1.127
69 C 7.53 1.08 -0.47  C30 1.545, C60 1.583, H84 1.097, N97 1.493
70 H -3.62 -2.66 -2.30  C166 1.122
71 H -2.66 -1.42 -4.15  C52 1.098
72 H 8.80 -0.09 0.92  C30 1.119
73 C -5.81 -4.53 -0.80  O5 1.396, H104 1.069, H138 1.110, H150 1.070
74 H -1.03 0.87 0.77  C43 1.136
75 H 3.95 -3.56 -5.00  C114 1.098
76 H -6.73 0.64 -1.48  C86 1.078
77 H 9.52 1.49 0.21  C30 1.156
78 H -3.31 5.11 2.38  C90 1.121
79 H 0.69 3.67 1.89  C111 1.138
80 H 3.10 -6.48 2.60  C53 1.100
81 O -4.16 3.21 2.17  C90 1.375, C162 1.441
82 C -6.19 4.21 3.21  C51 1.509, N110 1.521, H132 1.079, C162 1.512
83 H 1.04 2.46 -5.30  C142 1.111
84 H 8.07 0.77 -1.38  C69 1.097
85 H 2.71 -3.99 -6.37  C114 1.110
86 C -7.40 0.03 -0.89  H15 1.105, C25 1.474, H76 1.078, H125 1.094
87 H 2.24 0.44 5.05  C129 1.110
88 H -3.24 0.74 2.41  C7 1.119
89 C -1.71 -3.37 -1.42  H1 1.068, H42 1.100, H108 1.073, C166 1.509
90 C -3.14 4.02 2.60  H8 1.096, H45 1.067, H78 1.121, O81 1.375
91 H 6.50 2.71 -1.48  C60 1.105
92 O 1.34 2.30 3.25  C46 1.447, C111 1.377
93 C 1.59 -4.52 -3.65  H26 1.121, H66 1.121, C135 1.514, H148 1.087
94 O 3.42 -4.41 2.95  C6 1.490, C53 1.428
95 C -1.48 -0.27 3.20  C7 1.511, C22 1.557, H40 1.110, N57 1.495
96 H -7.32 -1.32 0.72  C25 1.096
97 N 6.36 0.17 -0.32  C69 1.493, H159 0.997, H168 0.977
98 H -0.64 4.22 -2.47  N171 1.028
99 O -2.62 -1.13 -1.41  H149 0.995, C166 1.452
100 H 6.65 2.92 0.29  C60 1.082
101 H 2.37 2.22 -4.24  C142 1.085
102 H 8.51 2.19 3.71  C10 1.110
103 H 2.02 -6.27 -0.80  N122 1.029
104 H -6.65 -4.70 -1.44  C73 1.069
105 C 2.74 0.72 -1.81  C4 1.519, H36 1.054, H67 1.130, H161 1.109
106 H -0.70 1.97 -0.57  C43 1.081
107 H -7.98 5.26 3.37  N110 1.017
108 H -0.71 -3.03 -1.64  C89 1.073
109 C 2.38 -5.29 0.96  C53 1.495, N122 1.444, C136 1.519, H139 1.148
110 N -7.47 4.80 2.62  H61 1.019, C82 1.521, H107 1.017
111 C 1.28 3.62 2.87  H48 1.097, H79 1.138, O92 1.377, H156 1.073
112 H 1.06 -0.09 -6.02  O28 0.953
113 H 4.61 -2.74 3.06  C6 1.076
114 C 2.99 -3.36 -5.51  H65 1.047, H75 1.098, H85 1.110, C135 1.576
115 H -2.97 0.95 4.20  C7 1.119
116 H -0.28 -1.28 4.53  N57 0.980
117 C 4.10 0.67 -5.48  H24 1.112, H33 1.110, H157 1.100, C165 1.546
118 H 0.21 -5.17 0.64  C136 1.093
119 H 4.89 0.13 3.46  C56 1.087
120 H 4.68 0.81 5.09  C56 1.150
121 H -0.54 -1.92 2.14  C22 1.095
122 N 2.75 -6.23 -0.08  H35 1.044, H103 1.029, C109 1.444
123 H 0.71 1.53 0.50  C43 1.107
124 H 8.11 3.24 -0.67  C60 1.123
125 H -8.11 -0.45 -1.56  C86 1.094
126 H -5.24 4.66 1.36  C162 1.067
127 H -3.25 6.41 -2.13  C130 1.096
128 H 2.62 3.26 -5.66  C142 1.120
129 C 2.76 0.48 4.07  C46 1.532, C56 1.548, H87 1.110, N160 1.421
130 C -3.07 6.00 -1.13  H38 1.088, C62 1.557, H127 1.096, H170 1.051
131 H 4.45 -0.97 -0.48  N155 1.040
132 H -5.63 5.06 3.57  C82 1.079
133 O -2.20 2.54 -2.43  C14 1.392, C64 1.456
134 H 0.94 -3.13 -5.16  C135 1.090
135 C 1.79 -3.28 -4.49  O63 1.430, C93 1.514, C114 1.576, H134 1.090
136 C 0.94 -5.36 1.43  C109 1.519, H118 1.093, H158 1.074, H164 1.123
137 H 9.86 1.87 2.64  C10 1.076
138 H -5.73 -5.22 0.06  C73 1.110
139 H 2.57 -4.24 0.54  C109 1.148
140 O -3.78 -0.87 3.64  C7 1.436, C146 1.434
141 H -3.03 1.90 -4.28  C14 1.128
142 C 2.15 2.31 -5.29  H83 1.111, H101 1.085, H128 1.120, C165 1.526
143 H 3.05 2.62 4.38  C46 1.128
144 H -5.55 -1.90 -1.66  C27 1.058
145 H 1.04 -1.59 -1.09  C29 1.098
146 C -5.15 -0.45 3.75  H9 1.065, H68 1.127, O140 1.434, H151 1.126
147 H 4.35 -5.70 1.68  C53 1.096
148 H 1.52 -5.41 -4.28  C93 1.087
149 H -1.70 -0.81 -1.23  O99 0.995
150 H -4.91 -4.64 -1.38  C73 1.070
151 H -5.82 -1.04 3.07  C146 1.126
152 H -7.26 -2.29 -1.56  C27 1.064
153 H -1.93 -1.27 4.88  N57 1.007
154 H 3.33 -1.80 -1.33  N155 1.009
155 N 3.47 -1.29 -0.47  C4 1.485, H131 1.040, H154 1.009
156 H 2.23 4.09 2.69  C111 1.073
157 H 4.01 0.21 -4.49  C117 1.100
158 H 0.60 -6.35 1.66  C136 1.074
159 H 5.63 0.61 0.19  N97 0.997
160 N 2.15 -0.44 3.18  H19 1.015, H34 0.999, C129 1.421
161 H 2.22 1.70 -1.67  C105 1.109
162 C -5.45 3.80 1.95  H23 1.111, O81 1.441, C82 1.512, H126 1.067
163 H -6.88 3.62 5.22  C51 1.102
164 H 0.67 -4.64 2.25  C136 1.123
165 C 2.66 1.03 -5.93  O28 1.427, H37 1.072, C117 1.546, C142 1.526
166 C -2.54 -2.36 -2.17  C52 1.558, H70 1.122, C89 1.509, O99 1.452
167 O 0.10 0.15 -0.95  C29 1.452, C43 1.462
168 H 6.55 -0.69 0.09  N97 0.977
169 H -3.86 3.08 -1.29  C64 1.111
170 H -4.03 5.89 -0.71  C130 1.051
171 N -1.12 5.03 -2.06  H12 1.009, C62 1.436, H98 1.028
172 H -2.40 -2.00 2.18  C22 1.075

Results
- Multiplicity: 1
- HOMO: -8.418 eV
- E: -2894.73748 a.u.
- SMILES: COC[C@H](C)N.COC[C@H](C)N.COC[C@H](C)N.COC[C@H](C)N.COC[C@H](C)N.COC[C@H](C)N.COC[C@H](C)N.COC[C@H](C)N.CC(C)O.CC(C)O.CC(C)O
- Orbital gap: 0.32605 Eh



- The highest E belongs to which entry?
  C3H10N2O